No. 1
This record from the OMol25 dataset describes a structure of composition C46H44AsBCl3F4N3O2PbSb. The level of theory is ωB97M-V/def2-TZVPD.

```
106
Properties=species:S:1:pos:R:3:lowdin_charge:R:1
Pb 0.701 1.189 -0.319 1.493
C 4.063 0.396 -1.311 -0.041
C 3.989 1.881 -1.386 -0.297
C 5.132 2.617 -1.701 -0.024
C 5.059 3.993 -1.788 -0.069
C 3.824 4.598 -1.612 -0.143
C 2.724 3.812 -1.292 -0.440
N 2.818 2.487 -1.151 -0.013
Sb 0.861 4.883 -1.021 1.496
C 0.450 4.253 1.002 -0.540
C 0.328 5.284 1.897 -0.213
C -0.097 4.949 3.227 -0.125
C -0.296 3.670 3.570 -0.075
C -0.039 2.511 2.631 -0.512
C -1.330 1.675 2.534 -0.036
N 0.294 2.958 1.252 -0.164
C -0.531 3.598 -2.099 -0.462
C -0.908 4.012 -3.366 -0.171
C -1.954 3.363 -4.001 -0.104
C -2.668 2.415 -3.289 -0.027
C -2.269 2.082 -1.998 -0.324
C -3.123 1.200 -1.141 -0.035
N -1.173 2.622 -1.453 -0.011
H 4.751 0.004 -2.059 0.098
H 3.082 -0.037 -1.464 -0.045
H 4.410 0.070 -0.329 0.084
H 6.063 2.095 -1.872 0.113
H 5.941 4.585 -2.000 0.104
H 3.700 5.668 -1.712 0.073
H 0.469 6.313 1.597 0.044
H -0.281 5.746 3.940 0.091
H -0.710 3.411 4.539 0.101
H -1.585 1.221 3.491 0.060
H -1.223 0.885 1.789 0.023
H -2.150 2.325 2.229 0.088
H -0.357 4.805 -3.855 0.085
H -2.231 3.615 -5.016 0.103
H -3.532 1.930 -3.723 0.110
H -3.738 0.532 -1.744 0.074
H -3.789 1.834 -0.550 0.094
H -2.518 0.624 -0.444 0.033
Cl 2.142 -2.890 -6.954 0.616
C 1.753 -1.726 -5.722 -0.705
C 1.839 -2.079 -4.392 -0.155
C 1.515 -1.160 -3.410 -0.544
Cl 1.693 -1.684 -1.765 0.783
C 1.081 0.170 -3.692 -0.483
O 0.739 1.067 -2.839 -0.268
C 1.054 0.456 -5.095 -0.575
Cl 0.567 2.053 -5.553 0.727
C 1.366 -0.447 -6.087 -0.161
H 2.161 -3.070 -4.105 0.100
H 1.313 -0.161 -7.127 0.096
O -1.122 -0.712 0.254 -0.615
As -1.509 -2.304 0.138 1.219
C -0.497 -3.453 1.304 -0.280
C -0.354 -4.823 1.142 -0.084
C 0.288 -5.558 2.126 -0.079
C 0.762 -4.935 3.269 -0.065
C 0.597 -3.569 3.437 -0.057
C -0.028 -2.825 2.451 -0.105
C -3.290 -2.330 0.951 -0.259
C -3.392 -1.949 2.286 -0.086
C -4.634 -1.788 2.877 -0.079
C -5.786 -2.003 2.133 -0.095
C -5.692 -2.364 0.799 -0.091
C -4.446 -2.525 0.207 -0.093
C -1.921 -2.887 -1.674 -0.300
C -2.067 -1.866 -2.608 -0.092
C -2.351 -2.161 -3.930 -0.060
C -2.489 -3.484 -4.325 -0.076
C -2.363 -4.502 -3.392 -0.081
C -2.091 -4.207 -2.063 -0.094
H -0.702 -5.317 0.244 0.082
H 0.434 -6.622 1.989 0.102
H 1.288 -5.512 4.017 0.106
H 0.998 -3.078 4.311 0.107
H -0.094 -1.745 2.521 0.095
H -2.487 -1.769 2.855 0.096
H -4.708 -1.481 3.913 0.103
H -6.758 -1.886 2.595 0.099
H -6.590 -2.508 0.212 0.099
H -4.374 -2.803 -0.839 0.095
H -1.907 -0.842 -2.286 0.087
H -2.432 -1.360 -4.654 0.111
H -2.687 -3.723 -5.362 0.104
H -2.465 -5.534 -3.702 0.103
H -2.009 -5.012 -1.344 0.089
C 0.475 0.378 5.223 -0.067
C 1.396 1.433 4.610 -0.417
C 2.846 1.000 4.838 -0.073
C 1.170 1.648 3.107 -0.124
H 0.674 0.278 6.293 0.074
H 0.654 -0.590 4.750 0.067
H -0.579 0.631 5.110 0.053
H 1.230 2.386 5.122 0.118
H 3.062 0.093 4.270 0.070
H 3.021 0.799 5.897 0.071
H 3.539 1.778 4.516 0.077
H 1.128 0.672 2.606 0.094
H 2.058 2.160 2.724 0.122
F 4.565 -1.410 1.092 0.092
B 3.372 -1.973 1.567 -1.292
F 2.266 -1.229 1.065 0.004
F 3.261 -3.297 1.126 0.101
F 3.358 -1.917 2.969 0.096
```

Properties
F_max: 1.46 eV/A
Net charge: -1
HOMO-LUMO gap: 6.04 eV
DFT total energy: -6568.09624 a.u.
Energy relative to the best compared isomer or geometry (same formula, charge and spin): 92.3 kJ/mol
HOMO: -3.9 eV

=====

No. 2
This record from the OMol25 dataset describes a structure of composition C46H44Cl7N6O6P2Rb. The level of theory is ωB97M-V/def2-TZVPD.

```
112
Properties=species:S:1:pos:R:3:lowdin_charge:R:1
Rb 2.414 -0.675 0.507 0.929
O 0.519 2.416 -0.431 -0.063
N 0.012 1.936 -1.619 -0.002
C 0.118 2.789 -2.554 -0.114
C -0.281 2.529 -3.945 -0.206
C -0.414 3.649 -4.770 -0.061
C -0.751 3.525 -6.105 -0.106
C -0.966 2.259 -6.630 -0.097
C -0.845 1.141 -5.820 -0.094
C -0.498 1.237 -4.471 -0.292
P -0.206 -0.228 -3.378 1.119
C -0.308 -1.604 -4.598 -0.381
C -1.316 -2.563 -4.623 -0.097
C -1.251 -3.635 -5.506 -0.087
C -0.171 -3.772 -6.363 -0.099
C 0.846 -2.825 -6.341 -0.090
C 0.776 -1.754 -5.466 -0.120
C -1.878 -0.344 -2.614 -0.356
C -1.967 -1.003 -1.392 -0.131
C -3.207 -1.251 -0.819 -0.124
C -4.367 -0.819 -1.443 -0.118
C -4.284 -0.120 -2.639 -0.103
C -3.047 0.110 -3.224 -0.087
H 0.469 1.676 0.206 0.034
H 0.541 3.770 -2.330 0.124
H -0.253 4.631 -4.339 0.102
H -0.853 4.406 -6.726 0.091
H -1.222 2.138 -7.676 0.094
H -1.037 0.166 -6.249 0.100
H -2.153 -2.483 -3.942 0.091
H -2.043 -4.374 -5.509 0.101
H -0.106 -4.624 -7.029 0.094
H 1.706 -2.935 -6.991 0.099
H 1.582 -1.028 -5.439 0.108
H -1.057 -1.360 -0.920 0.079
H -3.261 -1.791 0.118 0.108
H -5.336 -1.029 -1.003 0.095
H -5.184 0.232 -3.131 0.091
H -2.998 0.640 -4.168 0.097
Cl 2.537 -1.084 5.797 0.678
C 2.653 -2.524 4.808 -0.573
C 3.233 -3.645 5.395 -0.175
C 3.383 -4.806 4.690 -0.631
Cl 4.101 -6.202 5.486 0.592
C 2.981 -4.883 3.337 -0.188
C 3.141 -6.030 2.530 -0.050
C 2.728 -6.007 1.230 -0.056
C 2.151 -4.829 0.725 -0.119
N 1.986 -3.748 1.444 0.118
C 2.385 -3.741 2.736 -0.137
C 2.170 -2.478 3.473 -0.446
O 1.600 -1.496 2.946 -0.199
H 3.570 -3.590 6.421 0.089
H 3.601 -6.914 2.954 0.076
H 2.839 -6.871 0.587 0.098
H 1.813 -4.778 -0.305 0.092
O 0.765 1.532 2.162 -0.286
P -0.237 2.485 2.697 0.556
N -1.720 2.400 1.963 -0.167
C -2.828 3.366 2.014 -0.213
C -4.088 2.507 2.000 -0.173
C -3.636 1.271 1.235 -0.176
C -2.244 1.032 1.800 -0.177
N -0.477 2.133 4.291 -0.192
C -1.376 2.841 5.188 -0.209
C -1.149 2.153 6.540 -0.178
C -0.718 0.740 6.138 -0.175
C 0.212 1.021 4.966 -0.225
N 0.287 4.056 2.544 -0.167
C -0.467 5.288 2.333 -0.220
C 0.612 6.366 2.312 -0.180
C 1.775 5.650 1.629 -0.168
C 1.720 4.250 2.230 -0.180
H -2.806 4.008 1.129 0.107
H -2.790 4.008 2.895 0.088
H -4.926 3.024 1.533 0.106
H -4.370 2.230 3.020 0.105
H -3.567 1.492 0.170 0.114
H -4.290 0.413 1.368 0.106
H -1.609 0.441 1.142 0.108
H -2.300 0.510 2.765 0.122
H -2.422 2.725 4.871 0.101
H -1.159 3.916 5.228 0.104
H -2.031 2.193 7.180 0.100
H -0.322 2.640 7.064 0.108
H -1.583 0.161 5.804 0.113
H -0.220 0.195 6.939 0.098
H 0.380 0.185 4.289 0.082
H 1.190 1.340 5.339 0.092
H -1.198 5.457 3.126 0.096
H -1.001 5.280 1.376 0.106
H 0.887 6.640 3.334 0.109
H 0.283 7.264 1.787 0.104
H 2.736 6.132 1.801 0.107
H 1.597 5.599 0.552 0.112
H 2.321 4.196 3.145 0.118
H 2.078 3.482 1.548 0.104
Cl 2.779 -1.352 -2.406 0.627
C 1.829 -2.830 -2.578 -0.698
C 0.533 -2.882 -2.098 -0.170
C -0.072 -4.115 -2.252 -0.708
Cl -1.719 -4.354 -1.621 0.611
C 0.503 -5.219 -2.873 -0.733
Cl -0.327 -6.743 -3.025 0.604
C 1.783 -5.090 -3.398 -0.727
Cl 2.523 -6.410 -4.243 0.619
C 2.456 -3.882 -3.250 -0.710
Cl 4.040 -3.704 -3.935 0.651
O 5.632 -0.420 -1.696 -0.058
N 4.948 -0.366 -0.673 -0.725
O 4.897 -1.331 0.123 -0.193
O 4.289 0.676 -0.403 -0.271
```

Properties
F_max: 2.36 eV/A
Net charge: -2
HOMO-LUMO gap: 5.60 eV
DFT total energy: -6487.44874 a.u.
Energy relative to the best compared isomer or geometry (same formula, charge and spin): 166.5 kJ/mol
HOMO: -2.1 eV

=====

No. 3
This record from the OMol25 dataset describes a structure of composition C46H44HfN8O4S4. The level of theory is ωB97M-V/def2-TZVPD.

```
107
Properties=species:S:1:pos:R:3:lowdin_charge:R:1
Hf -0.571 1.045 0.762 1.453
C 0.690 5.998 3.859 -0.423
S -0.112 4.517 4.517 0.796
C -0.445 3.681 2.969 -1.118
S 0.826 3.351 1.908 0.637
N -1.712 3.417 2.815 -0.083
N -1.990 2.665 1.683 -0.150
C -3.131 2.931 1.168 -0.083
C -3.636 2.177 0.029 -0.278
C -4.812 2.577 -0.596 -0.002
C -5.271 1.855 -1.680 -0.045
C -4.555 0.740 -2.080 -0.034
C -3.400 0.406 -1.392 -0.121
N -2.925 1.109 -0.367 0.028
H 1.043 6.570 4.715 0.027
H -0.021 6.594 3.292 0.038
H 1.535 5.722 3.233 -0.009
H -3.727 3.736 1.592 0.138
H -5.339 3.446 -0.231 0.119
H -6.171 2.152 -2.200 0.113
H -4.876 0.131 -2.912 0.109
H -2.833 -0.467 -1.675 0.096
C 3.926 0.568 -0.431 0.001
C 2.562 0.385 0.174 -0.233
N 1.578 1.156 -0.180 -0.077
N 1.958 2.124 -1.109 -0.061
C 1.030 2.909 -1.532 -1.113
S -0.645 2.947 -1.141 0.577
S 1.476 4.128 -2.730 0.898
C 3.276 4.255 -2.486 -0.415
C 3.629 5.215 -1.386 -0.293
C 3.676 4.807 -0.058 -0.055
C 3.943 5.718 0.952 -0.083
C 4.177 7.050 0.647 -0.093
C 4.136 7.467 -0.676 -0.088
C 3.860 6.555 -1.682 -0.056
C 2.378 -0.677 1.181 -0.101
C 3.221 -1.795 1.202 -0.064
C 3.089 -2.791 2.147 -0.099
C 2.105 -2.671 3.131 -0.095
C 1.273 -1.574 3.156 0.005
C 1.400 -0.564 2.189 -0.327
O 0.641 0.513 2.259 -0.298
H 4.218 1.614 -0.372 0.072
H 3.899 0.319 -1.495 0.087
H 4.671 -0.035 0.075 0.075
H 3.663 4.607 -3.443 0.073
H 3.645 3.249 -2.302 0.064
H 3.467 3.777 0.191 0.079
H 3.953 5.382 1.980 0.101
H 4.387 7.761 1.435 0.099
H 4.315 8.505 -0.924 0.099
H 3.818 6.887 -2.713 0.110
H 3.990 -1.892 0.448 0.092
H 3.753 -3.644 2.135 0.103
H 2.001 -3.437 3.889 0.107
H 0.516 -1.446 3.916 0.121
C 0.466 -4.572 0.559 -0.028
O -0.917 -4.928 0.472 -0.108
C -1.408 -5.172 -0.788 -0.234
C -1.879 -6.455 -1.046 0.001
C -2.392 -6.798 -2.282 -0.081
C -2.431 -5.845 -3.291 -0.086
C -1.995 -4.561 -3.037 -0.018
C -1.502 -4.189 -1.785 -0.152
N -1.048 -2.861 -1.660 0.152
C -1.175 -1.940 -0.646 -0.357
N -1.996 -2.281 0.349 0.184
C -2.361 -1.624 1.556 -0.173
C -1.910 -0.374 1.927 -0.185
C -2.309 0.061 3.209 -0.134
C -3.151 -0.676 4.015 -0.082
C -3.641 -1.911 3.585 -0.030
C -3.238 -2.388 2.355 -0.217
O -3.638 -3.588 1.816 -0.107
C -4.375 -4.465 2.640 -0.075
N -0.574 -0.765 -0.771 0.044
C 0.165 -0.584 -1.990 -0.250
C -0.288 0.308 -2.949 -0.070
C 0.434 0.568 -4.107 -0.077
C 1.623 -0.098 -4.326 -0.070
C 2.079 -1.033 -3.403 -0.017
C 1.359 -1.280 -2.240 -0.245
O 1.733 -2.191 -1.296 -0.120
C 2.828 -3.040 -1.573 -0.076
H 0.648 -4.310 1.598 0.084
H 0.712 -3.715 -0.069 0.065
H 1.084 -5.428 0.275 0.103
H -1.810 -7.177 -0.244 0.123
H -2.745 -7.803 -2.462 0.104
H -2.812 -6.097 -4.271 0.104
H -2.044 -3.808 -3.815 0.117
H -0.709 -2.455 -2.523 0.137
H -2.346 -3.229 0.318 0.122
H -1.934 1.000 3.601 0.079
H -3.434 -0.302 4.990 0.102
H -4.314 -2.479 4.209 0.100
H -4.515 -5.377 2.065 0.092
H -5.351 -4.042 2.894 0.094
H -3.828 -4.691 3.559 0.099
H -1.213 0.836 -2.772 0.064
H 0.068 1.300 -4.813 0.109
H 2.207 0.098 -5.216 0.107
H 3.002 -1.558 -3.593 0.105
H 2.916 -3.703 -0.716 0.083
H 3.757 -2.476 -1.685 0.093
H 2.649 -3.627 -2.479 0.107
```

Properties
F_max: 1.30 eV/A
HOMO-LUMO gap: 6.57 eV
DFT total energy: -4159.20573 a.u.
HOMO: -7.1 eV